ORCA calculation (the ωB97M-V functional and the def2-TZVPD basis) on a single C3H4N2O molecule.

## Properties
E_HOMO = -0.2971 Eh
E_tot = -8201.6519 eV
Gap between HOMO and LUMO = 0.33422 Eh
Multiplicity = 1
F_max = 1.70 eV/A

Each line ends with the Löwdin charge.
Element x y z (Å)
N1 1.7122 -0.3018 0.3774  0.130
C1 0.3845 -0.0447 0.4334  -0.418
C2 -0.2743 1.1370 0.2034  -0.079
O1 -1.6339 0.7801 0.1581  -0.005
C3 -1.6096 -0.5370 0.1587  -0.230
N2 -0.5016 -1.1084 0.5099  0.149
H1 2.3452 0.4740 0.3590  0.098
H2 2.0478 -1.2137 0.6335  0.100
H3 -0.1010 1.7933 -0.6374  0.115
H4 -2.3094 -0.9601 -0.5417  0.140

ORCA calculation (the ωB97M-V functional and the def2-TZVPD basis) on a single C3H4N2O molecule.

## Properties
E_HOMO = -0.3120 Eh
E_tot = -8201.2369 eV
Gap between HOMO and LUMO = 0.34318 Eh
Multiplicity = 1
F_max = 4.88 eV/A

Each line ends with the Löwdin charge.
Element x y z (Å)
C1 0.5119 0.5086 -0.0659  -0.360
C2 0.1796 -0.6493 -0.8475  -0.107
C3 -0.4970 0.4889 0.8859  -0.041
H1 2.4978 0.8351 -0.3914  0.093
H2 1.4996 2.1287 0.2568  0.133
H3 0.7962 -1.1217 -1.6443  0.131
H4 -0.8387 1.0973 1.6369  0.095
N1 1.5917 1.2357 -0.2958  0.083
N2 -0.8742 -1.2653 -0.4260  0.039
O1 -1.2681 -0.6027 0.6700  -0.066

Which of these has the highest E_HOMO? number 1